DFT (ωB97M-V/def2-TZVPD) results for a cluster of 3 separate species, C12H33N3O3 in total at a distorted geometry.

Calculated values
E_tot: -866.86447 Eh
LUMO energy: 0.67 eV
2S+1: 1
structure (SMILES): COC[C@H](C)N.COC[C@H](C)N.COC[C@H](C)N
HOMO energy: -8.81 eV
energy above the lowest of the compared OMol25 structures with the same formula, charge and spin: 1.962 eV
net charge: 0
frontier orbital gap: 9.5 eV

Bonds (Å) are listed after each position.
Geometry (Å):
1 H -6.3559 -20.9188 -20.2188  C22 1.090
2 C -3.4393 -21.7891 -17.5425  H4 1.090, C11 1.552, H20 1.090, O34 1.441
3 C -5.0631 -23.6318 -16.6586  C11 1.521, H35 1.090, H37 1.090, H51 1.090
4 H -2.9598 -22.5976 -18.0942  C2 1.090
5 H -0.5218 -20.3982 -17.0418  C21 1.090
6 C -7.0965 -16.0897 -14.0758  H10 1.090, O28 1.433, H30 1.090, H47 1.090
7 H -6.8358 -18.6572 -17.2708  C48 1.090
8 H -5.6628 -19.0825 -18.5364  C48 1.090
9 H -9.3030 -22.2310 -19.4852  C24 1.090
10 H -6.6782 -15.3434 -14.7512  C6 1.090
11 C -4.2934 -22.3507 -16.3748  C2 1.552, C3 1.521, H31 1.090, N49 1.452
12 C -5.4208 -17.7881 -14.5518  H15 1.090, H23 1.090, O28 1.424, C45 1.534
13 H -2.6805 -16.5686 -15.0998  C32 1.090
14 N -8.1000 -21.1339 -22.5140  H25 1.010, H41 1.010, C43 1.483
15 H -5.5716 -17.2783 -15.5033  C12 1.090
16 H -4.0945 -18.6698 -13.2251  C45 1.090
17 H -4.8100 -20.6554 -15.6704  N49 1.010
18 H -1.0170 -21.6424 -18.2611  C21 1.090
19 H -2.1004 -17.2464 -13.5829  C32 1.090
20 H -4.0378 -21.2454 -18.2735  C2 1.090
21 C -1.2734 -20.7039 -17.7697  H5 1.090, H18 1.090, H29 1.090, O34 1.374
22 C -7.1595 -20.2021 -20.3883  H1 1.090, O36 1.453, C43 1.568, H44 1.090
23 H -5.8339 -18.7968 -14.5565  C12 1.090
24 C -8.7160 -22.2740 -20.4026  H9 1.090, H27 1.090, H42 1.090, C43 1.508
25 H -7.3130 -21.7668 -22.5017  N14 1.010
26 H -6.6936 -17.7911 -18.8079  C48 1.090
27 H -9.3210 -22.8550 -21.0987  C24 1.090
28 O -6.0912 -16.9860 -13.5850  C6 1.433, C12 1.424
29 H -1.4407 -19.8420 -18.4157  C21 1.090
30 H -7.5867 -15.4911 -13.3081  C6 1.090
31 H -3.6377 -22.6603 -15.5610  C11 1.090
32 C -2.9963 -16.9528 -14.1299  H13 1.090, H19 1.090, H40 1.090, C45 1.563
33 H -9.1470 -20.2372 -20.9163  C43 1.090
34 O -2.3728 -20.9888 -16.9972  C2 1.441, C21 1.374
35 H -4.4707 -24.3415 -17.2361  C3 1.090
36 O -7.6378 -19.6817 -19.1188  C22 1.453, C48 1.521
37 H -5.3672 -24.1084 -15.7267  C3 1.090
38 N -3.4846 -19.2006 -15.0256  C45 1.421, H46 1.010, H50 1.010
39 H -5.9230 -21.0716 -16.7475  N49 1.010
40 H -3.5019 -16.2629 -13.4542  C32 1.090
41 H -8.8632 -21.6251 -22.9570  N14 1.010
42 H -7.7448 -22.7526 -20.2770  C24 1.090
43 C -8.3509 -20.9674 -21.0616  N14 1.483, C22 1.568, C24 1.508, H33 1.090
44 H -6.7562 -19.3580 -20.9478  C22 1.090
45 C -3.9797 -18.1668 -14.1853  C12 1.534, H16 1.090, C32 1.563, N38 1.421
46 H -2.6168 -19.6173 -14.7197  N38 1.010
47 H -7.8476 -16.6478 -14.6348  C6 1.090
48 C -6.6916 -18.7777 -18.3445  H7 1.090, H8 1.090, H26 1.090, O36 1.521
49 N -5.3584 -21.4390 -15.9950  C11 1.452, H17 1.010, H39 1.010
50 H -3.1835 -18.7196 -15.8611  N38 1.010
51 H -5.9855 -23.4856 -17.2207  C3 1.090

***

DFT (ωB97M-V/def2-TZVPD) results for a cluster of 5 separate species, C12H33NO5 in total at a distorted geometry.

Calculated values
E_tot: -907.66822 Eh
LUMO energy: 0.03 eV
2S+1: 1
HOMO energy: -9.43 eV
energy above the lowest of the compared OMol25 structures with the same formula, charge and spin: 6.744 eV
net charge: 0
frontier orbital gap: 9.5 eV

Bonds (Å) are listed after each position.
Geometry (Å):
1 C 0.9140 1.8401 -3.2550  H4 1.014, H17 1.007, C37 1.439, H41 0.996
2 H 0.0800 1.7111 0.1660  O12 0.952
3 H -3.3550 -1.8949 2.8900  C47 1.214
4 H 1.3590 1.2011 -2.6050  C1 1.014
5 H -0.2550 -1.5139 -4.1490  C29 0.954
6 C 2.4440 -0.5499 0.4910  O11 1.404, H22 0.903, C28 1.610, C35 1.556
7 N -0.7390 -0.1819 -2.8720  H16 1.102, H25 1.033, C29 1.463, C37 1.602
8 H -0.6280 -2.1789 -2.7910  C29 1.060
9 H -0.9390 1.9071 3.6900  C31 1.160
10 H -2.2510 -0.8969 -0.4300  O21 0.949
11 O 1.5510 -1.0689 -0.4600  C6 1.404, H46 0.932
12 O 0.5020 2.4781 0.5410  H2 0.952, C26 1.445
13 H 4.5910 -1.0729 0.0590  C28 1.170
14 H -1.4670 2.8941 1.3400  C26 1.212
15 H -4.3880 -1.6159 1.6030  C47 1.070
16 H -1.7460 -0.4439 -3.2340  N7 1.102
17 H 0.4720 2.6051 -2.7710  C1 1.007
18 H 3.7880 0.2021 -1.2360  C28 1.138
19 C -0.0480 4.1771 2.1900  C26 1.528, H32 1.073, H33 1.132, H38 1.143
20 O -0.6880 0.2791 -0.4700  H43 0.958
21 O -2.5040 -1.8109 -0.4520  H10 0.949, C27 1.378
22 H 2.1430 0.1731 0.9400  C6 0.903
23 H 1.7460 -1.2839 2.1370  C35 1.010
24 H 0.8050 1.6861 2.9240  C31 0.988
25 H -0.7220 0.0211 -1.8590  N7 1.033
26 C -0.3170 2.7561 1.6980  O12 1.445, H14 1.212, C19 1.528, C31 1.472
27 C -2.3440 -2.2759 0.8350  O21 1.378, C42 1.522, H44 1.026, C47 1.488
28 C 3.8660 -0.1829 -0.1680  C6 1.610, H13 1.170, H18 1.138, H49 1.196
29 C -0.0350 -1.4149 -3.2260  H5 0.954, N7 1.463, H8 1.060, H36 1.041
30 H -2.0730 -4.2149 1.7170  C42 1.084
31 C -0.1680 1.8241 2.8270  H9 1.160, H24 0.988, C26 1.472, H50 1.078
32 H 0.9760 4.0481 2.4840  C19 1.073
33 H -0.7230 4.7331 2.9090  C19 1.132
34 H -3.0670 -0.5329 1.7140  C47 1.084
35 C 2.6580 -1.4559 1.7380  C6 1.556, H23 1.010, H40 1.049, H48 1.055
36 H 0.9960 -1.4059 -3.0830  C29 1.041
37 C -0.0690 0.9401 -3.7980  C1 1.439, N7 1.602, O39 1.232
38 H 0.3190 4.6951 1.2400  C19 1.143
39 O -0.4530 0.9751 -4.9680  C37 1.232
40 H 2.7880 -2.4269 1.3640  C35 1.049
41 H 1.5090 2.2111 -3.9630  C1 0.996
42 C -2.2810 -3.7939 0.7400  C27 1.522, H30 1.084, H45 0.984, H51 1.107
43 H -1.3030 0.6921 0.1370  O20 0.958
44 H -1.3860 -1.9169 0.9190  C27 1.026
45 H -3.1970 -4.1219 0.5960  C42 0.984
46 H 0.9020 -0.4099 -0.5720  O11 0.932
47 C -3.3240 -1.5859 1.7160  H3 1.214, H15 1.070, C27 1.488, H34 1.084
48 H 3.5990 -1.2229 2.1530  C35 1.055
49 H 4.3570 0.8091 0.2840  C28 1.196
50 H -0.1830 0.8201 2.4360  C31 1.078
51 H -1.7120 -4.2039 -0.1160  C42 1.107